The following is a quantum chemistry calculation of C5H8O in the gas phase, from the Open Molecules 2025 dataset.

```
! wB97M-V def2-TZVPD RIJCOSX def2/J DEFGRID3
* xyz 0 1
O -0.992 1.902 -0.007
C -0.789 0.611 0.521
C -1.082 -0.670 -0.326
C 0.343 -1.143 -0.010
C 1.265 -0.178 -0.670
C 0.650 0.190 0.656
H -0.131 2.330 0.082
H -1.323 0.524 1.477
H -1.260 -0.507 -1.395
H -1.886 -1.286 0.082
H 0.637 -2.138 0.308
H 0.953 0.284 -1.606
H 2.327 -0.393 -0.597
H 1.287 0.473 1.486
*
```

Output
**SMILES**: O[C@H]1C[C@H]2C[C@H]21
**E_HOMO**: -0.36116 Eh
**Kohn-Sham gap**: 10.87 eV

Atomic partial charges in e from the Mulliken method, atoms 1 to 2: atom 1 (O): -0.560, atom 2 (C): 0.267

=====

The following is a quantum chemistry calculation of a molecular structure, C5H8O, from the Open Molecules 2025 dataset.

```
! wB97M-V def2-TZVPD RIJCOSX def2/J DEFGRID3
* xyz 0 1
C 1.570 1.212 0.444
C 0.078 0.880 0.356
C -0.158 -0.594 0.147
O -1.820 -0.805 -0.021
C 0.178 -1.182 -1.150
C -1.062 -1.427 -1.439
H 2.042 0.691 1.285
H 1.716 2.289 0.589
H 2.080 0.906 -0.473
H -0.376 1.409 -0.486
H -0.442 1.183 1.268
H 0.143 -1.199 1.012
H -2.094 -1.557 0.536
H -1.856 -1.806 -2.067
*
```

Output
**E_HOMO**: -0.31584 Eh
**Kohn-Sham gap**: 9.15 eV

Atomic partial charges in e from the Mulliken method, atoms 1 to 2: atom 1 (C): -1.164, atom 2 (C): -0.410

=====

The following is a quantum chemistry calculation of C5H8O in the gas phase, from the Open Molecules 2025 dataset.

```
! wB97M-V def2-TZVPD RIJCOSX def2/J DEFGRID3
* xyz 0 1
C -0.078 1.302 0.268
C 1.142 0.785 0.090
C 1.388 -0.695 0.109
O 0.214 -1.448 0.331
C -0.902 -0.924 -0.358
C -1.302 0.424 0.236
H -0.209 2.380 0.292
H 1.968 1.450 -0.165
H 2.061 -0.995 0.924
H 1.882 -0.990 -0.832
H -1.703 -1.663 -0.268
H -0.659 -0.810 -1.428
H -2.031 0.912 -0.425
H -1.792 0.289 1.213
*
```

Output
**SMILES**: C1=CCOCC1
**E_HOMO**: -0.34149 Eh
**Kohn-Sham gap**: 10.40 eV

Atomic partial charges in e from the Mulliken method, atoms 1 to 2: atom 1 (C): -0.311, atom 2 (C): -0.324

=====

The following is a quantum chemistry calculation of C5H8O in the gas phase, from the Open Molecules 2025 dataset.

```
! wB97M-V def2-TZVPD RIJCOSX def2/J DEFGRID3
* xyz 0 1
C 2.733 -0.059 0.052
C 1.379 -0.321 -0.406
C 0.205 -0.079 -0.510
C -1.172 0.397 -0.376
C -2.121 -0.771 -0.211
O -1.338 1.230 0.767
H 3.406 -0.862 0.351
H 2.323 0.347 0.989
H 3.261 0.626 -0.636
H -1.416 0.960 -1.288
H -1.850 -1.337 0.687
H -3.143 -0.403 -0.110
H -2.039 -1.428 -1.080
H -0.726 1.975 0.700
*
```

Output
**SMILES**: CC#C[C@@H](C)O
**E_HOMO**: -0.35060 Eh
**Kohn-Sham gap**: 10.32 eV

Atomic partial charges in e from the Mulliken method, atoms 1 to 2: atom 1 (C): -0.937, atom 2 (C): 0.347

=====

The following is a quantum chemistry calculation of 2 unconnected molecules or ions with the total composition C5H8O, from the Open Molecules 2025 dataset.

```
! wB97M-V def2-TZVPD RIJCOSX def2/J DEFGRID3
* xyz 0 1
C 0.587 1.064 -1.080
C 0.122 -0.141 -0.812
C -0.986 -1.099 -0.881
C 0.386 -1.504 -0.336
H 1.620 1.332 -0.869
H -0.046 1.830 -1.519
H -1.280 -1.466 -1.862
H -1.807 -1.024 -0.170
H 0.466 -1.694 0.734
H 1.017 -2.145 -0.948
C -0.018 1.209 1.933
O -0.138 2.391 2.126
H 0.967 0.702 1.930
H -0.889 0.545 1.755
*
```

Output
**SMILES**: C=C1CC1.C=O
**E_HOMO**: -0.36622 Eh
**Kohn-Sham gap**: 10.85 eV

Atomic partial charges in e from the Mulliken method, atoms 1 to 2: atom 1 (C): -0.718, atom 2 (C): 0.256

=====

The following is a quantum chemistry calculation of C5H8O in the gas phase, from the Open Molecules 2025 dataset.

```
! wB97M-V def2-TZVPD RIJCOSX def2/J DEFGRID3
* xyz 0 1
C -2.301 1.072 -0.522
C -1.640 0.068 -0.292
C -0.646 -0.807 0.361
C 0.534 0.180 0.200
C 1.904 -0.482 0.087
O 0.192 0.850 -1.024
H -3.236 1.528 -0.325
H -0.446 -1.747 -0.169
H -0.989 -1.039 1.382
H 0.542 0.892 1.039
H 1.919 -1.206 -0.733
H 2.670 0.274 -0.110
H 2.179 -1.005 1.015
H -0.694 1.403 -0.911
*
```

Output
**SMILES**: C#CC[C@@H](C)O
**E_HOMO**: -0.34767 Eh
**Kohn-Sham gap**: 10.45 eV

Atomic partial charges in e from the Mulliken method, atoms 1 to 2: atom 1 (C): -0.421, atom 2 (C): -0.096

=====

The following is a quantum chemistry calculation of C5H8O in the gas phase, from the Open Molecules 2025 dataset.

```
! wB97M-V def2-TZVPD RIJCOSX def2/J DEFGRID3
* xyz 0 1
O -0.745 -0.855 2.211
C -0.198 -0.669 0.959
C -1.127 -0.015 -0.006
C -0.446 0.435 -1.254
C 0.879 0.598 -1.227
C 1.637 0.272 -0.011
H -1.645 -0.490 2.252
H 0.333 -1.578 0.708
H -1.493 0.886 0.517
H -2.014 -0.628 -0.223
H -1.056 0.709 -2.107
H 1.356 1.129 -2.056
H 1.987 -0.722 0.182
H 2.532 0.927 0.054
*
```

Output
**E_HOMO (alpha / beta)**: -0.28449 / -0.28447 Eh
**Kohn-Sham gap (alpha / beta)**: 8.47 / 8.47 eV

Atomic partial charges in e from the Mulliken method, atoms 1 to 2: atom 1 (O): -0.510, atom 2 (C): -0.137

=====

The following is a quantum chemistry calculation of a molecular structure, C5H8O, from the Open Molecules 2025 dataset.

```
! wB97M-V def2-TZVPD RIJCOSX def2/J DEFGRID3
* xyz 0 1
C -1.223 0.243 -0.472
C -0.495 0.570 0.799
C 0.467 -0.612 0.986
C 1.138 -0.568 -0.423
C 0.313 0.605 -0.947
O 0.333 1.562 0.122
H -1.656 -0.744 -0.676
H -1.929 1.035 -0.789
H -1.024 0.966 1.657
H 1.155 -0.414 1.808
H -0.063 -1.551 1.175
H 2.225 -0.424 -0.346
H 0.965 -1.451 -1.038
H -0.205 0.782 -1.855
*
```

Output
**E_HOMO**: -0.34721 Eh
**Kohn-Sham gap**: 10.56 eV

Atomic partial charges in e from the Mulliken method, atoms 1 to 2: atom 1 (C): -0.735, atom 2 (C): -0.109

=====

The following is a quantum chemistry calculation of a molecular structure, C5H8O, from the Open Molecules 2025 dataset.

```
! wB97M-V def2-TZVPD RIJCOSX def2/J DEFGRID3
* xyz 0 1
O 0.474 -2.363 0.516
C -0.598 -2.017 -0.087
C -0.939 -0.674 0.227
C -0.202 0.443 -0.492
C 0.070 1.731 0.236
C 1.213 0.857 -0.189
H -1.125 -2.774 -0.678
H -2.011 -0.463 0.269
H 0.232 -1.280 1.044
H -0.492 0.581 -1.536
H -0.096 2.666 -0.293
H -0.175 1.763 1.294
H 1.832 1.189 -1.019
H 1.762 0.325 0.583
*
```

Output
**E_HOMO**: -0.31173 Eh
**Kohn-Sham gap**: 8.87 eV

Atomic partial charges in e from the Mulliken method, atoms 1 to 2: atom 1 (O): -0.426, atom 2 (C): 0.093

=====

The following is a quantum chemistry calculation of 2 unconnected molecules or ions with the total composition C5H8O, from the Open Molecules 2025 dataset.

```
! wB97M-V def2-TZVPD RIJCOSX def2/J DEFGRID3
* xyz 0 1
C -0.471 -1.021 -0.520
C -0.296 0.130 -1.186
C -0.932 0.981 -0.103
C -1.182 -0.373 0.641
H -0.353 -2.076 -0.750
H 0.083 0.372 -2.174
H -1.855 1.479 -0.415
H -0.286 1.704 0.414
H -2.229 -0.680 0.636
H -0.754 -0.471 1.650
C 2.069 -0.015 0.447
O 1.648 0.492 1.465
H 2.162 -1.111 0.320
H 2.395 0.588 -0.425
*
```

Output
**SMILES**: C1=CCC1.C=O
**E_HOMO**: -0.35211 Eh
**Kohn-Sham gap**: 10.63 eV

Atomic partial charges in e from the Mulliken method, atoms 1 to 2: atom 1 (C): -0.411, atom 2 (C): -0.504

=====

The following is a quantum chemistry calculation of 2 unconnected molecules or ions with the total composition C5H8O, from the Open Molecules 2025 dataset.

```
! wB97M-V def2-TZVPD RIJCOSX def2/J DEFGRID3
* xyz 0 1
C 0.512 -1.105 -1.080
C -0.489 -0.374 -0.625
C -1.319 0.828 -0.746
C -1.549 -0.189 0.373
H 0.798 -2.037 -0.597
H 1.087 -0.799 -1.950
H -2.051 0.878 -1.550
H -0.892 1.792 -0.474
H -1.273 0.103 1.386
H -2.434 -0.820 0.320
C 1.899 0.429 1.234
O 3.067 0.353 0.954
H 1.367 -0.367 1.793
H 1.279 1.308 0.960
*
```

Output
**SMILES**: C=C1CC1.C=O
**E_HOMO**: -0.36635 Eh
**Kohn-Sham gap**: 10.85 eV

Atomic partial charges in e from the Mulliken method, atoms 1 to 2: atom 1 (C): -0.721, atom 2 (C): 0.266

=====

The following is a quantum chemistry calculation of a molecular structure, C5H8O, from the Open Molecules 2025 dataset.

```
! wB97M-V def2-TZVPD RIJCOSX def2/J DEFGRID3
* xyz 0 1
C 1.872 0.598 0.353
C -0.114 0.446 -0.716
C -0.434 -1.050 -0.762
C -1.680 -0.616 -0.002
O -1.283 -0.305 1.307
C -1.107 0.730 0.315
H 1.448 0.031 1.183
H 2.181 1.593 0.680
H 2.693 0.053 -0.120
H 1.157 0.862 -0.576
H 0.165 -1.770 -0.198
H -0.573 -1.394 -1.790
H -2.723 -0.849 -0.198
H -1.604 1.671 0.525
*
```

Output
**E_HOMO**: -0.30341 Eh
**Kohn-Sham gap**: 9.22 eV

Atomic partial charges in e from the Mulliken method, atoms 1 to 2: atom 1 (C): -1.039, atom 2 (C): -0.360

=====

The following is a quantum chemistry calculation of C5H8O in the gas phase, from the Open Molecules 2025 dataset.

```
! wB97M-V def2-TZVPD RIJCOSX def2/J DEFGRID3
* xyz 0 1
C 1.049 0.355 0.479
C -0.070 1.207 -0.169
C -1.312 0.274 -0.330
O -1.399 -0.375 0.917
C -0.594 -1.075 -0.184
C 0.936 -1.065 -0.097
H 0.768 0.331 1.515
H 1.997 0.951 0.395
H 0.120 2.081 -0.987
H -0.589 1.764 0.784
H -2.160 0.245 -1.091
H -1.370 -1.736 -0.427
H 1.408 -1.838 0.454
H 1.216 -1.120 -1.258
*
```

Output
**SMILES**: C1C[C@@H]2O[C@@H]2C1
**E_HOMO**: -0.35720 Eh
**Kohn-Sham gap**: 10.80 eV

Atomic partial charges in e from the Mulliken method, atoms 1 to 2: atom 1 (C): -0.581, atom 2 (C): -0.506

=====

The following is a quantum chemistry calculation of C5H8O in the gas phase, from the Open Molecules 2025 dataset.

```
! wB97M-V def2-TZVPD RIJCOSX def2/J DEFGRID3
* xyz 0 1
C 2.263 0.751 -0.132
C 1.274 -0.351 0.177
O -0.048 0.185 0.002
C -1.048 -0.659 0.087
C -2.372 -0.315 -0.022
C -2.731 1.041 -0.228
H 3.283 0.378 0.003
H 2.145 1.093 -1.165
H 2.106 1.603 0.536
H 1.377 -0.701 1.212
H 1.405 -1.207 -0.498
H -0.761 -1.704 0.252
H -3.052 -1.170 0.065
H -3.841 1.056 -0.288
*
```

Output
**E_HOMO**: -0.28468 Eh
**Kohn-Sham gap**: 7.49 eV

Atomic partial charges in e from the Mulliken method, atoms 1 to 2: atom 1 (C): -1.188, atom 2 (C): -0.271

=====

The following is a quantum chemistry calculation of C5H8O in the gas phase, from the Open Molecules 2025 dataset.

```
! wB97M-V def2-TZVPD RIJCOSX def2/J DEFGRID3
* xyz 0 1
C -1.254 -0.986 -0.466
C -0.609 0.386 -0.484
C -0.125 1.271 0.631
C 0.878 0.539 -0.235
C 1.589 -0.538 0.496
O 2.740 -0.858 0.310
H -0.791 -1.680 0.238
H -2.330 -0.968 -0.274
H -1.108 -1.407 -1.470
H -0.960 0.986 -1.322
H -0.168 0.986 1.681
H -0.202 2.343 0.463
H 1.481 1.066 -0.966
H 0.991 -1.026 1.300
*
```

Output
**SMILES**: C[C@H]1C[C@H]1C=O
**E_HOMO**: -0.35837 Eh
**Kohn-Sham gap**: 10.81 eV

Atomic partial charges in e from the Mulliken method, atoms 1 to 2: atom 1 (C): -1.248, atom 2 (C): 0.152

=====

The following is a quantum chemistry calculation of C5H8O in the gas phase, from the Open Molecules 2025 dataset.

```
! wB97M-V def2-TZVPD RIJCOSX def2/J DEFGRID3
* xyz 0 1
C -0.568 1.005 -0.852
C 0.016 1.630 0.170
O 0.705 1.015 1.169
C 0.381 -0.363 1.314
C 0.458 -1.123 -0.005
C -0.443 -0.479 -1.070
H -1.124 1.599 -1.572
H -0.006 2.708 0.306
H 1.093 -0.757 2.044
H -0.632 -0.434 1.735
H 1.499 -1.135 -0.344
H 0.163 -2.164 0.173
H -0.014 -0.661 -2.064
H -1.435 -0.948 -1.082
*
```

Output
**SMILES**: C1=COCCC1
**E_HOMO**: -0.31552 Eh
**Kohn-Sham gap**: 9.66 eV

Atomic partial charges in e from the Mulliken method, atoms 1 to 2: atom 1 (C): -0.308, atom 2 (C): -0.274

=====

The following is a quantum chemistry calculation of C5H8O in the gas phase, from the Open Molecules 2025 dataset.

```
! wB97M-V def2-TZVPD RIJCOSX def2/J DEFGRID3
* xyz 0 1
C 1.873 0.670 -0.706
C 1.006 -0.148 -0.943
C -0.398 -0.344 -0.560
C -0.610 -1.713 0.120
C -0.662 0.943 0.353
O 0.419 1.911 0.471
H 2.733 1.282 -0.608
H -1.045 -0.317 -1.453
H -0.056 -1.768 1.063
H -0.215 -2.501 -0.533
H -1.663 -1.946 0.321
H -1.445 1.548 -0.105
H -0.948 0.622 1.357
H 1.013 1.763 1.223
*
```

Output
**SMILES**: C#C[C@@H](C)CO
**E_HOMO**: -0.33566 Eh
**Kohn-Sham gap**: 10.04 eV

Atomic partial charges in e from the Mulliken method, atoms 1 to 2: atom 1 (C): -0.208, atom 2 (C): -0.649

=====

The evaluated calculated total energy for the records listed, in turn: -7360.28472; -7357.29048; -7361.16708; -7359.68107; -7359.24211; -7358.46497; -7358.28694; -7359.20381; -7357.86399; -7359.53752; -7359.25005; -7356.12771; -7358.82518; -7357.70800; -7360.97431; -7361.42092; -7358.77508 eV.
The evaluated energy above the lowest of the compared OMol25 structures with the same formula, charge and spin for the records listed, in turn: 45.44; 114.49; 25.09; 59.36; 69.49; 87.41; 91.51; 70.37; 101.27; 62.67; 69.30; 141.30; 79.10; 104.86; 29.54; 19.24; 80.25 kcal per mole.
The evaluated strongest force on any atom for the records listed, in turn: 0.4; 0.7; 0.6; 1.7; 0.5; 3.1; 1.2; 3.5; 0.3; 1.0; 0.5; 0.5; 5.4; 0.5; 0.4; 0.3; 1.7 eV Å⁻¹.